Below is a cluster of 4 separate species, C34H61IN4O12 in total, with properties calculated with ωB97M-V with the def2-TZVPD basis set.

Each line ends with the Mulliken charge.
Geometry (Å):
1 C 3.1557 -2.4760 3.3238  -0.404
2 C 2.3353 -2.5806 2.1601  -0.567
3 C 1.1268 -2.1798 1.0772  0.731
4 C 1.2249 -1.0494 0.1133  0.041
5 C 2.6614 -0.1926 0.1193  -0.468
6 C 3.6397 -0.9796 -0.9526  -0.166
7 O 3.4690 -0.3493 -2.2709  -0.529
8 C 5.1998 -1.1247 -0.4701  0.201
9 N 5.9038 -1.9532 -1.5650  -0.631
10 C 0.0641 -0.6030 -0.9549  0.394
11 O 0.3108 0.3771 -1.8669  -0.657
12 C -1.4051 -1.3431 -0.8440  0.562
13 C -2.6381 -0.8244 -1.7922  0.447
14 C -3.0748 0.7404 -1.5726  -0.327
15 O -2.3839 1.4344 -0.4746  -0.052
16 C -1.8838 2.7271 -1.0433  0.194
17 O -2.1366 3.9320 -0.4677  -0.506
18 C -1.5352 -2.5094 0.1176  -0.137
19 C -2.9685 -3.3332 0.3229  -0.799
20 C -3.1383 -4.3151 -0.9917  0.198
21 O -2.0277 -5.0168 -1.3452  -0.485
22 I -4.9767 -4.5071 -2.1794  0.059
23 C -0.2712 -3.0645 1.0424  0.319
24 O -0.3209 -4.2211 1.7302  -0.615
25 H 3.8326 -2.3286 4.2956  0.345
26 H 2.3731 0.8791 -0.3142  0.334
27 H 3.1155 -0.0705 1.1911  0.309
28 H 3.2045 -2.0834 -1.0443  0.226
29 H 2.7964 -0.9130 -2.7725  0.339
30 H 5.3253 -1.6829 0.5772  0.133
31 H 5.6838 -0.0588 -0.3380  -0.062
32 H 6.7977 -1.5012 -1.8575  0.234
33 H 6.0363 -2.9415 -1.2543  0.241
34 H -3.6112 -1.4775 -1.7326  0.095
35 H -2.2540 -0.9242 -2.9179  -0.557
36 H -4.2417 0.7492 -1.4018  0.217
37 H -2.8347 1.3142 -2.5858  0.272
38 H -1.2162 2.7255 -2.0319  0.307
39 H -3.8414 -2.5660 0.4596  0.329
40 H -2.8838 -3.9530 1.3125  0.402
41 C -3.7309 0.4835 7.1357  -0.702
42 O -4.3352 1.7112 6.7549  -0.331
43 C -3.4049 2.7963 6.6444  -0.790
44 C -3.2020 3.1955 5.1727  -0.161
45 N -2.4643 2.1649 4.4348  -0.311
46 C -2.4898 2.3414 2.9797  -0.643
47 C -3.8636 2.3019 2.2782  -0.372
48 O -4.4910 1.0185 2.2964  -0.371
49 C -5.1988 0.7250 3.4930  -0.587
50 H -4.5274 -0.2234 7.3919  0.232
51 H -3.1577 0.0586 6.3118  0.292
52 H -3.0873 0.6117 8.0116  0.337
53 H -2.4486 2.5754 7.1387  0.399
54 H -3.8553 3.6443 7.1694  0.391
55 H -2.6474 4.1395 5.1263  0.371
56 H -4.1929 3.3592 4.7396  0.162
57 H -2.8615 1.2545 4.6506  0.098
58 H -1.8750 1.5367 2.5594  0.311
59 H -1.9859 3.2837 2.7295  0.377
60 H -3.6887 2.5284 1.2196  0.144
61 H -4.5476 3.0778 2.6372  0.373
62 H -5.6490 1.6140 3.9433  0.304
63 H -4.5368 0.2258 4.2019  0.165
64 H -5.9994 0.0204 3.2511  0.303
65 C 9.3063 0.8879 5.2082  -0.707
66 O 8.3635 1.9420 5.3411  -0.325
67 C 8.8900 3.2278 4.9881  -0.812
68 C 8.2773 3.7265 3.6681  -0.175
69 N 8.7575 2.9434 2.5249  -0.322
70 C 8.0017 3.1692 1.2892  -0.796
71 C 6.4990 2.8194 1.2956  -0.545
72 O 6.2262 1.4208 1.3987  -0.307
73 C 6.2544 0.9106 2.7245  -0.524
74 H 8.8890 -0.0048 5.6865  0.231
75 H 9.4844 0.6538 4.1587  0.297
76 H 10.2514 1.1350 5.7016  0.336
77 H 9.9883 3.2307 4.9503  0.391
78 H 8.5892 3.9145 5.7853  0.391
79 H 8.5415 4.7797 3.5209  0.407
80 H 7.1901 3.6571 3.7664  0.150
81 H 8.7024 1.9547 2.7539  0.078
82 H 8.4848 2.5609 0.5153  0.366
83 H 8.1252 4.2168 0.9863  0.411
84 H 6.0950 3.1265 0.3235  0.378
85 H 5.9331 3.3852 2.0428  0.361
86 H 5.9098 1.6400 3.4626  0.350
87 H 7.2596 0.5619 2.9658  0.190
88 H 5.5940 0.0400 2.7686  0.149
89 C -7.2285 -2.3615 -8.8269  -0.723
90 O -6.7528 -3.2590 -7.8340  -0.324
91 C -5.5779 -3.9787 -8.2297  -0.809
92 C -4.3477 -3.4921 -7.4447  -0.098
93 N -3.9538 -2.1390 -7.8507  -0.320
94 C -2.9839 -1.5065 -6.9517  -1.093
95 C -3.4092 -1.2791 -5.4861  0.082
96 O -4.4408 -0.3043 -5.3227  -0.421
97 C -5.7570 -0.7981 -5.5294  -0.524
98 H -8.2239 -2.0172 -8.5261  0.231
99 H -6.5812 -1.4882 -8.9058  0.306
100 H -7.3124 -2.8538 -9.8007  0.335
101 H -5.4088 -3.9335 -9.3146  0.395
102 H -5.7556 -5.0270 -7.9707  0.397
103 H -3.5117 -4.1790 -7.6185  0.395
104 H -4.6040 -3.5273 -6.3819  0.103
105 H -4.7815 -1.5504 -7.8887  0.087
106 H -2.7488 -0.5286 -7.3886  0.415
107 H -2.0539 -2.0890 -6.9694  0.407
108 H -2.5368 -0.8747 -4.9590  0.199
109 H -3.6630 -2.2092 -4.9671  0.286
110 H -5.8682 -1.8402 -5.2177  0.253
111 H -6.0382 -0.6758 -6.5764  0.157
112 H -6.4464 -0.1881 -4.9390  0.328

Atomic forces in eV per Å
C -5.79 -0.16 -7.80
C 3.73 2.27 7.29
C -0.42 1.51 -1.56
C 1.32 -1.51 2.59
C -1.46 0.16 -1.03
C -0.85 -1.08 0.69
O -0.63 -1.78 0.68
C 0.14 0.11 -0.41
N 0.07 0.74 1.34
C 0.40 3.03 -2.65
O -1.65 -6.20 5.70
C 0.17 -2.64 2.49
C 0.96 -0.15 -0.57
C -0.44 -0.40 -1.49
O 0.61 2.91 -2.82
C -1.34 5.50 3.29
O 1.61 -8.61 -3.52
C 0.39 2.35 -1.75
C 0.70 0.81 -0.32
C 7.39 -3.34 -0.50
O -7.81 4.63 2.08
I 1.17 0.26 0.91
C 0.86 -4.19 2.45
O -0.21 7.30 -4.32
H -1.81 -0.72 -2.90
H 0.90 -2.37 0.87
H -1.06 -0.57 -2.01
H 1.12 2.16 0.34
H 1.52 1.27 1.10
H -0.82 1.31 -2.16
H -0.97 -2.19 -0.42
H -1.09 -0.87 0.55
H 0.15 1.46 -0.36
H 2.15 1.04 0.22
H -0.75 0.19 2.57
H 2.44 0.27 -0.14
H -0.68 -1.26 2.09
H -1.58 -0.63 2.14
H 1.64 -1.50 -0.52
H -0.05 0.86 -2.14
C -0.42 0.09 0.02
O 0.54 -0.07 0.19
C -0.27 0.33 -0.50
C 0.17 -0.62 0.38
N -0.22 0.13 0.11
C -0.18 -0.23 0.00
C 0.49 0.00 -0.48
O -0.13 0.35 0.23
C 0.07 -0.30 -0.36
H 0.07 0.22 -0.06
H 0.24 -0.12 0.01
H 0.04 -0.03 -0.07
H -0.15 -0.15 -0.19
H 0.03 -0.02 -0.02
H -0.02 -0.08 -0.01
H -0.12 0.19 0.10
H 0.09 0.25 -0.01
H -0.11 0.12 -0.08
H -0.16 -0.05 0.01
H -0.01 -0.08 0.28
H -0.05 -0.11 0.23
H 0.13 -0.01 0.03
H -0.11 0.09 0.27
H 0.06 0.09 -0.08
C -0.36 -0.03 0.23
O 0.55 0.08 -0.10
C -0.53 0.26 -0.24
C 0.44 -0.55 0.17
N -0.23 0.08 0.15
C -0.03 -0.31 0.11
C 0.24 0.02 -0.52
O -0.03 0.51 0.32
C -0.04 -0.27 -0.31
H -0.01 0.23 -0.05
H 0.23 -0.06 -0.12
H 0.00 -0.02 -0.08
H -0.19 -0.18 -0.12
H 0.02 -0.02 -0.05
H 0.00 -0.08 -0.01
H -0.09 0.15 0.18
H 0.03 0.26 -0.02
H -0.15 0.10 0.02
H -0.10 -0.07 0.10
H 0.05 -0.10 0.08
H 0.07 -0.12 0.16
H 0.12 0.02 -0.05
H 0.01 0.05 0.28
H -0.03 0.08 -0.11
C -0.24 -0.13 0.32
O 0.21 0.01 -0.52
C 0.28 -0.04 0.57
C -0.43 0.29 -0.50
N -0.08 -0.15 0.25
C -0.26 0.15 -0.03
C 0.30 0.37 -0.25
O 0.18 -0.52 0.14
C 0.01 0.42 0.07
H 0.19 -0.14 0.03
H 0.08 0.13 -0.22
H 0.05 0.07 0.01
H -0.05 0.20 0.20
H 0.03 0.04 -0.01
H -0.05 0.07 0.00
H -0.05 -0.24 0.10
H 0.19 -0.18 -0.02
H 0.03 -0.09 0.16
H -0.13 -0.01 0.08
H -0.08 0.04 -0.15
H -0.19 -0.06 -0.08
H 0.07 -0.01 -0.12
H -0.17 -0.23 -0.02
H 0.16 -0.02 0.01

Output
Kohn-Sham gap ... 0.2271 hartree
SMILES ... C#CC1=C(C[C@@H](O)CN)C(=O)C(CCOC=O)=C(CC(=O)I)C1=O.COCCNCCOC.COCCNCCOC.COCCNCCOC
Strongest force on any atom ... 9.72 eV/Å
Total charge ... 0
HOMO energy ... -8.44 eV
Electronic energy ... -2750.95345 Ha